1.
Entry from the OMol25 dataset: one molecule with the formula C10H10BrClN4OS (the ωB97M-V functional and the def2-TZVPD basis).

Properties
gap between HOMO and LUMO = 8.614 eV
DFT total energy = -4113.6912 hartree
strongest force on any atom = 2.8 eV/A
multiplicity = 1
SMILES string = Clc1c(Br)ncn1-c1csc(N2CCOCC2)n1
charge = 0
HOMO level = -8.216 eV

Each line ends with the Löwdin charge.
Geometry (Å):
Cl  2.2021  2.2214  1.5594  0.669
C  0.8512  3.3202  1.3375  -0.671
C  0.7032  4.5627  1.8448  -0.775
Br  1.9032  5.4083  3.0692  0.694
N  -0.4702  5.1420  1.4183  0.062
C  -1.0826  4.2168  0.7126  -0.132
N  -0.2760  3.1148  0.6005  -0.018
C  -0.6989  1.9646  -0.0923  -0.351
C  -1.6548  1.9381  -1.0860  -0.348
S  -1.9372  0.2975  -1.6606  1.020
C  -0.7290  -0.2440  -0.4842  -0.561
N  -0.2401  -1.5399  -0.3971  -0.107
C  0.6898  -1.9226  0.6931  -0.103
C  1.5899  -3.1004  0.2387  -0.195
O  0.8554  -4.1559  -0.3522  -0.140
C  0.1367  -3.7099  -1.5379  -0.161
C  -0.8843  -2.6583  -1.1147  -0.155
N  -0.1986  0.7157  0.2321  0.083
H  -2.0513  4.3580  0.2279  0.135
H  -2.0557  2.8620  -1.4962  0.067
H  0.1201  -2.2194  1.6037  0.138
H  1.3685  -1.0805  0.8624  0.109
H  2.1535  -3.4924  1.0891  0.125
H  2.3599  -2.7713  -0.4755  0.124
H  0.8116  -3.2868  -2.3220  0.135
H  -0.4009  -4.5334  -2.0192  0.124
H  -1.6498  -3.0955  -0.4428  0.137
H  -1.4157  -2.3119  -2.0088  0.095

Cartesian forces, eV/Å:
Cl -1.20 0.82 -0.31
C 1.30 -0.64 0.45
C 0.08 1.27 0.54
Br -0.63 -0.32 -0.72
N 0.04 -0.37 0.53
C 1.19 1.01 0.30
N -1.45 -1.38 -0.97
C -0.95 -2.30 -1.31
C 0.93 0.72 0.64
S 0.58 0.69 0.88
C 1.10 -0.17 0.20
N -0.36 0.19 -0.57
C 0.09 -0.35 -0.57
C -0.20 0.47 -0.38
O -0.59 -0.17 -1.09
C 0.33 0.60 0.68
C -0.29 0.36 0.53
N -0.19 0.39 0.21
H 0.52 -0.38 0.23
H -0.29 -0.67 -0.26
H 0.38 0.37 -0.46
H -0.46 -0.03 0.36
H -0.38 -0.12 0.04
H -0.24 0.29 -0.03
H -0.10 -0.18 0.74
H 0.29 -0.19 0.52
H 0.32 -0.12 -0.31
H 0.18 0.22 0.15

---

2.
Entry from the OMol25 dataset: C10H10BrEuNO2 as an isolated structure (the ωB97M-V functional and the def2-TZVPD basis).

Properties
gap between HOMO and LUMO (alpha / beta) = 5.442 / 5.425 eV
DFT total energy = -3876.5795 hartree
<S²> = 15.76
strongest force on any atom = 2.8 eV/A
ΔE to the lowest compared entry with this formula, charge and spin = 0.0883 eV
multiplicity = 8
charge = -2
HOMO level (alpha / beta) = -0.094 / -0.100 eV

Each line ends with the Löwdin spin population.
Geometry (Å):
C  -0.4352  2.2362  -0.0341  -0.003
C  -1.8262  2.5455  0.0364  0.000
C  -2.2650  2.2334  1.3562  -0.002
H  -2.4611  2.9988  -0.7057  0.000
C  -1.1566  1.7352  2.0777  0.000
C  -0.0141  1.7791  1.2652  -0.004
H  0.9971  1.4888  1.5480  0.000
H  0.2598  2.4274  -0.8316  0.000
H  -3.2301  2.4576  1.7728  0.000
H  -1.2136  1.4041  3.1196  0.000
Eu  -0.3877  -0.9249  -0.6263  7.039
Br  -1.1074  0.3591  -2.9453  -0.016
C  1.8724  -2.9677  -0.2302  -0.003
C  2.7888  -2.1047  0.4273  0.000
C  3.1365  -1.0590  -0.4692  -0.001
H  3.1262  -2.1947  1.4662  0.000
C  2.4293  -1.2645  -1.6815  -0.002
C  1.6610  -2.4592  -1.5556  -0.004
H  1.0023  -2.8605  -2.3385  0.001
H  1.5634  -3.9477  0.1754  0.001
H  3.7965  -0.2199  -0.2331  0.000
H  2.5833  -0.7069  -2.6173  0.000
O  -4.7074  0.1785  0.4455  0.000
N  -3.4741  -0.0321  0.5638  0.001
O  -2.9384  -1.1021  0.0145  -0.008

Cartesian forces, eV/Å:
C -0.13 -0.06 0.93
C 0.55 -0.18 1.40
C 1.50 0.81 -0.52
H 0.08 -0.13 -0.36
C -0.74 0.32 0.68
C -0.17 -0.54 -1.06
H -0.12 0.08 -0.07
H -0.04 0.06 -0.40
H -0.33 -0.34 -0.08
H 0.16 0.07 -0.30
Eu -0.67 1.29 1.38
Br -0.06 0.03 -1.13
C 0.15 -0.24 -0.15
C -0.28 0.30 -0.23
C -0.46 -0.21 0.16
H -0.12 -0.02 -0.48
C 0.34 -0.34 -0.21
C 0.41 -0.04 0.21
H 0.44 -0.03 0.33
H -0.11 0.71 -0.33
H -0.26 -0.30 -0.16
H -0.37 -0.15 0.63
O 2.32 -1.45 -0.40
N -0.97 -0.58 -0.08
O -1.11 0.96 0.22

---

3.
Entry from the OMol25 dataset: an isolated ion of composition C10H10BrN2 and charge +1 (the ωB97M-V functional and the def2-TZVPD basis).

Properties
gap between HOMO and LUMO = 8.313 eV
DFT total energy = -3070.3417 hartree
strongest force on any atom = 5.2 eV/A
ΔE to the lowest compared entry with this formula, charge and spin = 0.0000 eV
multiplicity = 1
SMILES string = Cc1ccc(Br)c2c(=[NH2+])cc[nH]c12
charge = +1
HOMO level = -12.378 eV

Each line ends with the Löwdin charge.
Geometry (Å):
C  2.0925  2.0365  0.5884  -0.024
C  1.5760  0.7713  0.1168  -0.227
C  2.3978  -0.1454  -0.4129  0.012
C  1.8725  -1.3746  -0.8777  -0.088
C  0.6319  -1.8092  -0.5566  -0.525
Br  0.1833  -3.6552  -1.0086  0.851
C  -0.3679  -0.9117  -0.0960  -0.047
C  -1.7998  -0.9873  -0.0732  -0.225
N  -2.3861  -2.0403  -0.6395  0.185
C  -2.5547  0.0691  0.4797  0.042
C  -1.9407  1.2669  0.8612  -0.039
N  -0.7071  1.4580  0.5567  0.096
C  0.1610  0.4964  0.2298  -0.049
H  2.1467  2.7186  -0.3255  0.140
H  1.4822  2.5201  1.3535  0.086
H  3.1088  1.8446  0.8214  0.087
H  3.3383  0.0814  -0.7400  0.111
H  2.4439  -2.0320  -1.4907  0.103
H  -3.3678  -1.9975  -0.5725  0.122
H  -1.8466  -2.7070  -1.0689  -0.043
H  -3.5887  0.0449  0.5435  0.102
H  -2.5515  2.0408  1.2970  0.151
H  -0.3240  2.3114  1.0140  0.180

Cartesian forces, eV/Å:
C -0.06 2.15 -2.00
C -2.98 -0.25 1.02
C -2.65 -2.30 -1.39
C 0.55 0.06 0.58
C -1.85 -0.40 -0.49
Br 0.59 0.79 0.20
C 1.71 4.20 0.93
C 0.58 -0.54 -0.39
N -1.01 3.00 1.91
C 2.27 1.23 0.39
C -4.02 -2.79 -0.91
N 2.67 2.96 2.22
C 1.30 -4.71 -1.73
H -0.18 -0.38 1.24
H 0.65 -0.01 0.18
H 0.88 0.44 0.97
H 2.57 0.69 -0.19
H 0.76 -0.34 -0.03
H -1.11 -0.84 -0.47
H 0.79 -2.07 -1.18
H -1.78 -0.43 0.18
H 0.28 0.32 -0.01
H 0.02 -0.77 -1.02

---

4.
Entry from the OMol25 dataset: C10H10ClN2O2RuSSbSe4 as an isolated structure (the ωB97M-V functional and the def2-TZVPD basis).

Properties
gap between HOMO and LUMO (alpha / beta) = 6.726 / 5.287 eV
DFT total energy = -11446.4038 hartree
<S²> = 8.81
strongest force on any atom = 1.6 eV/A
ΔE to the lowest compared entry with this formula, charge and spin = 1.0967 eV
multiplicity = 6
charge = -1
HOMO level (alpha / beta) = -4.566 / -4.664 eV

Each line ends with the Löwdin spin population.
Geometry (Å):
Ru  0.7680  0.7124  1.6560  2.796
Se  3.0306  3.0038  4.5302  0.019
Sb  1.7027  1.0885  4.0274  0.070
Se  -0.8184  2.0378  2.8150  0.745
Se  2.8577  -0.3806  1.8452  0.895
Se  1.2830  -0.5444  5.7138  0.030
Cl  0.1544  -5.8097  -1.8044  0.001
C  0.1179  -4.1404  -1.2734  0.003
C  0.3177  -3.1147  -2.2041  0.004
C  0.2714  -1.8035  -1.8028  0.005
C  0.0187  -1.4298  -0.4515  0.015
O  -0.0595  -0.1730  -0.1466  0.106
C  -0.1440  -2.4968  0.4705  0.008
C  -0.3070  -2.2675  1.8934  0.025
O  -0.4399  -1.1850  2.4239  0.068
C  -0.0968  -3.8313  0.0391  0.002
H  0.5194  -3.3674  -3.2384  0.000
H  0.4372  -1.0054  -2.5172  0.000
H  -0.3001  -3.1690  2.5342  0.004
H  -0.2419  -4.6216  0.7677  0.000
S  1.8417  2.6423  0.2077  0.091
C  0.4250  2.7985  -0.6997  0.046
N  -0.6420  3.5349  -0.3757  0.021
C  -1.8093  3.2248  -1.2018  0.004
C  -1.2389  2.2097  -2.2157  0.003
N  0.1909  2.2046  -1.8873  0.020
H  -0.7307  3.8486  0.5795  0.016
H  -2.1961  4.1228  -1.6810  0.000
H  -2.5979  2.7807  -0.5985  0.003
H  -1.4060  2.5104  -3.2473  0.000
H  -1.6638  1.2190  -2.0564  0.001
H  0.7559  1.4014  -2.1017  0.000

Cartesian forces, eV/Å:
Ru -0.68 -0.27 -1.40
Se -0.16 -0.18 -0.18
Sb 0.30 0.28 1.33
Se 0.23 0.11 0.27
Se 0.19 0.06 0.25
Se 0.01 0.11 -0.22
Cl 0.01 0.12 0.03
C 0.00 -0.04 -0.20
C 0.01 -0.04 0.00
C -0.06 0.04 0.08
C -0.06 0.14 -0.16
O 0.15 -0.01 0.04
C 0.22 -0.12 0.02
C -0.11 -0.32 -0.13
O -0.04 0.17 0.26
C -0.03 -0.01 0.18
H -0.02 0.02 0.03
H -0.01 -0.04 -0.02
H -0.11 -0.05 -0.08
H 0.05 0.02 -0.01
S -0.09 0.00 -0.33
C 0.14 0.06 -0.18
N -0.32 0.13 0.21
C 0.22 -0.03 0.07
C 0.21 -0.02 0.19
N -0.12 -0.04 -0.19
H 0.04 -0.04 0.05
H 0.02 0.04 -0.04
H -0.06 0.00 0.07
H 0.01 0.05 -0.04
H 0.02 -0.07 0.00
H 0.03 -0.07 0.08

---

5.
Entry from the OMol25 dataset: one molecule with the formula C10H10ClNO (the ωB97M-V functional and the def2-TZVPD basis).

Properties
gap between HOMO and LUMO (alpha / beta) = 7.670 / 6.867 eV
DFT total energy = -977.0392 hartree
strongest force on any atom = 3.5 eV/A
ΔE to the lowest compared entry with this formula, charge and spin = 5.5781 eV
multiplicity = 1
charge = 0
HOMO level (alpha / beta) = -8.057 / -7.323 eV

Each line ends with the Löwdin charge.
Geometry (Å):
C  -3.8293  0.4063  0.1153  -0.092
C  -3.2665  -0.8501  -0.1099  -0.082
C  -2.9417  1.4780  0.1399  -0.094
C  -1.8513  -0.9898  -0.2658  -0.045
C  -1.6007  1.2656  0.2813  -0.039
C  -1.0041  0.0477  -0.0020  -0.231
C  3.2591  0.4504  -0.4411  -0.302
C  4.3231  0.5212  0.4009  -0.528
C  0.4045  -0.0554  -0.0723  -0.199
C  1.0370  -1.4304  0.1052  0.001
N  2.2845  1.4027  -0.3120  0.002
O  1.0329  1.1125  -0.1611  -0.017
Cl  5.7017  -0.5243  0.0868  0.549
H  -4.9328  0.3519  0.0352  0.113
H  -3.9113  -1.7841  -0.0751  0.121
H  -3.2868  2.5010  0.3525  0.112
H  -1.5135  -1.9188  -0.8401  0.140
H  -0.9329  2.1813  0.5453  0.158
H  3.2189  -0.2112  -1.3409  0.132
H  4.3727  1.2699  1.1736  0.067
H  2.0407  -1.2853  0.4877  0.068
H  0.9884  -1.9984  -0.8546  0.109
H  0.4074  -1.9408  0.7511  0.056

Cartesian forces, eV/Å:
C -0.35 -1.91 -1.31
C 0.69 -0.98 0.45
C -1.09 1.23 1.72
C -1.84 -2.57 -1.42
C 1.40 2.95 0.21
C -0.41 0.96 -0.03
C 0.96 -0.87 0.15
C -0.75 -0.72 -1.89
C 1.55 -0.69 0.07
C 0.61 1.89 -2.15
N 1.30 2.07 0.52
O -1.83 -1.77 -0.31
Cl -0.37 0.53 0.38
H 0.76 1.05 0.49
H 0.87 1.35 -0.52
H -0.07 -0.53 -0.39
H -0.21 1.12 1.48
H -1.28 -1.83 -0.62
H 0.15 0.14 0.93
H 0.25 -0.16 0.20
H 0.06 -0.59 -0.06
H 0.52 0.39 0.56
H -0.93 -1.06 1.53

---

6.
Entry from the OMol25 dataset: C10H10F2N4OS as an isolated structure (the ωB97M-V functional and the def2-TZVPD basis).

Properties
gap between HOMO and LUMO = 9.282 eV
DFT total energy = -1278.8073 hartree
strongest force on any atom = 14.8 eV/A
multiplicity = 1
charge = 0
HOMO level = -9.291 eV

Each line ends with the Löwdin charge.
Geometry (Å):
N  1.5655  -1.1158  0.7011  0.093
N  0.9392  -0.3346  1.5543  -0.095
C  0.1339  -0.9203  2.4746  -0.461
N  -0.4201  0.0518  3.2647  0.062
N  0.0958  1.2430  2.7669  0.115
C  0.7091  0.9212  1.8453  -0.556
C  1.2543  1.9522  1.0263  0.069
H  0.9158  2.7818  0.8838  0.018
O  1.5236  1.3727  -0.5127  -0.120
C  0.3008  1.3373  -1.2189  -0.266
C  0.3522  0.6676  -2.6128  -0.043
C  -0.5976  0.4607  -3.3518  -0.125
C  -1.7638  0.9554  -2.7669  -0.201
C  -2.1646  1.2537  -1.5978  -0.072
C  -0.8731  1.4805  -0.7402  -0.037
H  -1.2560  1.8472  0.3995  0.177
H  -3.0739  1.6086  -1.0444  0.124
H  -2.8514  0.7057  -3.3781  0.164
H  -0.5084  0.2693  -4.5066  0.170
H  1.3174  0.6440  -2.8708  0.080
H  2.4835  2.0142  1.1446  0.196
S  -0.0674  -2.7843  3.0938  0.928
C  -0.5906  -3.3574  1.3415  -0.400
F  -1.6760  -4.1946  1.6382  -0.060
F  0.6383  -4.1224  0.5643  -0.192
H  -0.8430  -2.4140  0.6940  0.135
H  2.2026  -0.4099  0.1958  0.131
H  2.2537  -1.9136  1.0123  0.165

Cartesian forces, eV/Å:
N 5.48 -0.56 -5.03
N -2.84 -4.08 4.43
C -2.28 -0.33 4.44
N 0.87 -2.39 -0.23
N -8.40 0.86 10.15
C 8.04 1.72 -11.02
C 10.90 -9.31 -3.62
H -4.47 9.34 -0.91
O -2.39 1.46 1.46
C 3.74 -3.24 -2.54
C 6.85 3.42 8.23
C -5.78 -0.11 -6.67
C -8.56 -3.43 -7.01
C 4.04 2.89 6.81
C -8.14 1.89 4.86
H 1.86 -0.96 -3.06
H 0.66 -0.84 -1.53
H 3.05 0.83 0.60
H -0.35 -0.07 2.63
H 3.73 -0.83 -1.33
H -3.14 0.30 0.41
S 0.47 2.82 -3.76
C 1.09 -0.23 0.53
F 2.38 1.00 -1.76
F -3.93 1.87 2.37
H 0.40 -2.38 0.84
H -1.25 -1.80 0.10
H -2.03 2.15 0.59